Entry 1:
CH6O5PS | ωB97M-V/def2-TZVPD

Geometry as XYZ:
```
14
Properties=species:S:1:pos:R:3:forces:R:3
C 1.94626 -1.23546 -0.35103 -0.251 0.097 0.028
O 1.69124 1.42622 -0.80029 0.168 -0.354 -0.097
O 1.33035 0.60758 1.54013 0.449 -0.029 0.659
O -1.82663 -0.76457 0.98314 1.948 3.386 -1.503
O -1.37012 0.01745 -1.45276 0.728 0.357 0.042
O -1.81795 1.81935 0.22305 0.923 0.843 2.276
P -0.98417 0.52615 -0.03062 -3.240 -5.051 1.005
S 1.36187 0.41139 0.13807 0.411 0.743 0.648
H 2.75628 -1.82133 0.27624 -1.938 1.687 -0.822
H 0.92195 -1.65496 -0.36251 0.735 -0.971 -0.069
H 2.25747 -1.02161 -1.38108 0.065 -0.448 0.205
H -2.26346 -0.39658 1.79138 0.554 -0.308 -0.758
H -2.28475 -0.01479 -1.76929 -0.151 0.027 0.142
H -1.71835 2.10116 1.19556 -0.401 0.019 -1.756
```
Positions in Å, forces in eV/Å.

Calculated values
DFT total energy: -31487.769 eV
net charge: +1
relative energy (zero: lowest compared OMol25 entry of this formula, charge and spin): 186.4 kJ/mol
HOMO energy: -15.64 eV
max |F|: 0.1183 Eh/bohr
orbital gap: 9.8 eV


Entry 2:
C3H9GaI | ωB97M-V/def2-TZVPD

Geometry as XYZ:
```
14
Properties=species:S:1:pos:R:3:forces:R:3
Ga 1.82238 -0.30952 0.43183 0.287 0.319 -0.025
C 0.40135 1.12161 -0.00934 -0.761 -0.365 0.107
C -1.09181 0.64523 -0.04810 0.324 0.211 -0.547
C -1.30715 -0.80490 -0.54223 -0.447 0.439 -0.390
I -1.68894 -2.23146 1.04962 0.121 0.258 -0.363
H 3.24423 0.28661 -0.09095 -0.026 0.028 0.064
H 1.84649 -0.55745 2.01614 0.002 -0.023 0.128
H 1.58244 -1.70122 -0.33769 -0.098 -0.069 -0.096
H 0.61701 1.56985 -0.99496 0.094 -0.118 0.319
H 0.46183 1.92768 0.73921 0.149 -0.128 -0.246
H -1.61742 1.28331 -0.78736 -0.037 -0.237 0.228
H -1.62459 0.82288 0.89634 0.274 -0.219 -0.115
H -0.46284 -1.19199 -1.11792 0.053 0.033 0.469
H -2.18299 -0.86062 -1.20461 0.065 -0.130 0.468
```
Positions in Å, forces in eV/Å.

Calculated values
DFT total energy: -63733.156 eV
net charge: -1
relative energy (zero: lowest compared OMol25 entry of this formula, charge and spin): 21.6 kJ/mol
HOMO energy: -4.56 eV
max |F|: 0.0165 Eh/bohr
orbital gap: 7.5 eV


Entry 3:
C3H3IN4 | ωB97M-V/def2-TZVPD

Geometry as XYZ:
```
11
Properties=species:S:1:pos:R:3:forces:R:3
C -0.88434 -0.56128 1.70399 -0.228 0.006 0.053
C -1.03229 -0.02920 0.50219 1.524 -0.230 -0.172
N 0.19971 0.09428 -0.27636 0.898 0.412 -1.405
N 1.36008 -0.28968 0.27414 -0.354 -0.396 1.213
N 2.29727 -0.11251 -0.55032 1.062 -0.366 0.523
N 1.85853 0.39265 -1.69872 -0.334 0.444 -1.031
C 0.58433 0.52299 -1.54674 -2.525 0.050 0.922
I -0.84574 1.25104 -2.86121 0.437 -0.120 0.116
H -1.70041 -0.71438 2.38533 -0.344 0.094 -0.072
H 0.09796 -0.86564 2.03665 -0.098 0.019 0.009
H -1.93510 0.31173 0.03106 -0.038 0.086 -0.155
```
Positions in Å, forces in eV/Å.

Calculated values
DFT total energy: -17218.087 eV
relative energy (zero: lowest compared OMol25 entry of this formula, charge and spin): 0.0 kJ/mol
HOMO energy: -9.99 eV
SMILES: C=Cn1nnnc1I
max |F|: 0.0523 Eh/bohr
orbital gap: 10.1 eV


Entry 4:
C32H65BI2NO15P | ωB97M-V/def2-TZVPD

Geometry as XYZ:
```
117
Properties=species:S:1:pos:R:3:forces:R:3
C -0.37309 -0.21501 1.38174 -0.458 0.346 0.236
C 0.05539 0.70980 0.75591 -0.131 0.637 -0.472
C 0.43937 1.87253 -0.10104 0.774 -1.214 1.784
C 1.91448 2.22928 0.23126 -0.045 -0.972 -0.169
N 2.63502 0.96860 0.47972 -0.155 0.457 -0.062
O 0.29476 1.43955 -1.44692 -0.033 0.550 -0.262
C -0.60030 2.21629 -2.22769 -0.935 0.619 0.104
C -0.25232 3.70003 -2.29227 -0.281 0.485 0.528
I -1.09933 5.14619 -0.94633 0.196 -0.612 -0.161
C 0.60839 4.12573 -3.20647 0.279 0.306 -0.359
C 1.32365 3.22803 -4.19028 0.225 1.062 -0.537
I 1.14815 6.18734 -3.44002 0.004 -0.737 -0.056
C -2.09708 1.89513 -1.95699 1.164 -0.714 -0.257
O -2.51780 2.32515 -0.66239 0.081 0.441 -0.743
C -3.89852 2.50852 -0.49601 -0.617 0.251 1.502
C -4.15866 2.47114 1.02405 -0.637 -0.367 -1.587
C -5.63015 2.69825 1.34473 0.980 0.623 0.370
O -6.02057 2.58433 2.45752 -0.630 -0.168 0.450
O -6.49503 3.04936 0.29485 0.486 -1.240 0.095
C -7.54074 2.08213 0.24552 -0.313 -0.019 -0.376
C -7.22671 0.90352 -0.63952 0.779 0.498 -0.004
O -8.54203 2.24127 0.84702 -0.425 0.235 0.197
B -2.16924 0.27743 -1.95044 0.419 -0.020 -0.184
O -2.70838 -0.40886 -0.89483 -0.927 0.627 -0.530
O -1.65417 -0.44180 -3.03402 -0.172 0.203 0.199
P -3.19786 2.41218 -3.40473 -2.264 -0.551 0.287
C -2.49782 1.84694 -5.01395 1.136 0.591 0.347
C -3.43643 4.23713 -3.53224 0.818 0.337 -0.572
H -0.97688 -0.83102 1.99640 0.175 -0.449 0.060
H -0.23258 2.67035 0.21280 -0.017 0.164 -0.577
H 2.36486 2.78184 -0.60216 -0.302 0.343 0.139
H 1.96536 2.78214 1.16999 -0.185 0.306 -0.213
H 2.59258 0.39584 -0.35382 0.389 -0.080 0.024
H 3.59101 1.16213 0.74500 0.092 -0.190 -0.260
H -0.46675 1.84778 -3.24291 0.072 -0.093 0.161
H 1.47098 3.80810 -5.10579 -0.002 -0.155 0.002
H 0.77468 2.33594 -4.48233 0.181 -0.102 0.307
H 2.33216 3.01582 -3.82930 -0.139 -0.322 0.079
H -4.51576 1.71929 -0.93205 0.328 -0.005 -0.292
H -4.27576 3.47135 -0.86002 0.331 -0.057 -0.359
H -3.97304 1.43979 1.33473 0.239 0.173 0.334
H -3.51634 3.15643 1.57235 -0.111 0.011 0.089
H -8.07703 0.24892 -0.79255 -0.085 0.120 0.146
H -6.83313 1.28008 -1.58757 -0.117 -0.102 -0.010
H -6.39906 0.35713 -0.17110 -0.134 -0.088 -0.046
H -3.24383 -1.11827 -1.27388 0.395 -0.485 0.298
H -0.70582 -0.55657 -2.91053 0.086 -0.129 -0.142
H -3.07760 2.26028 -5.84043 -0.211 0.047 0.245
H -2.49805 0.76187 -5.08144 -0.085 0.053 0.137
H -1.46647 2.20510 -5.14622 -0.105 -0.127 -0.186
H -4.32434 4.40880 -4.14657 0.023 -0.223 0.044
H -2.60717 4.76913 -4.01782 -0.022 -0.081 0.113
H -3.60335 4.72985 -2.57767 -0.031 -0.294 0.096
C 5.18517 -4.56509 1.62568 0.037 -0.104 -0.026
O 3.98671 -4.78664 0.90324 0.263 0.287 0.059
C 3.19184 -3.61127 0.80068 -0.262 -0.359 -0.169
C 3.31612 -2.98288 -0.56920 0.074 0.452 0.151
O 4.61834 -2.44876 -0.77643 0.017 -0.198 -0.061
C 5.42532 -3.26895 -1.60517 0.035 0.106 0.006
H 5.81097 -5.45091 1.51730 -0.064 -0.032 -0.017
H 5.73286 -3.70133 1.24012 -0.008 0.019 0.034
H 4.96627 -4.41958 2.68949 0.075 0.083 0.012
H 3.45287 -2.89198 1.58172 0.038 0.033 -0.042
H 2.15131 -3.91517 0.95673 -0.019 0.060 0.002
H 2.61300 -2.14615 -0.63567 -0.061 -0.047 0.027
H 3.06021 -3.70317 -1.35185 0.036 -0.060 0.040
H 5.07138 -3.22618 -2.64074 0.017 -0.092 -0.015
H 5.43203 -4.30615 -1.26198 -0.028 -0.011 -0.024
H 6.44343 -2.88308 -1.56875 -0.032 0.049 0.024
C 11.52208 -1.63072 2.71580 -0.017 0.032 0.096
O 10.20849 -1.20645 3.03577 0.114 -0.117 -0.169
C 9.43934 -0.88024 1.88690 -0.193 0.094 0.402
C 8.45628 -1.97992 1.54792 0.109 0.003 -0.452
O 9.12290 -3.15381 1.10131 0.005 -0.032 0.221
C 9.17961 -4.16373 2.09361 -0.009 -0.034 -0.095
H 11.97942 -2.01650 3.62586 -0.051 0.048 0.030
H 11.51798 -2.42247 1.96261 0.006 0.029 -0.033
H 12.11713 -0.78436 2.35691 0.048 -0.052 -0.063
H 10.08676 -0.66374 1.03215 -0.003 -0.070 -0.026
H 8.87974 0.02982 2.12571 -0.017 0.005 -0.058
H 7.81968 -1.64057 0.72384 -0.042 0.031 0.045
H 7.81223 -2.19907 2.40479 0.045 0.017 0.046
H 8.18415 -4.59432 2.24823 0.018 -0.019 0.117
H 9.56548 -3.78013 3.04107 -0.047 0.020 0.015
H 9.84570 -4.94940 1.73952 -0.020 0.038 -0.086
C -8.71972 5.55061 0.88774 -0.039 0.105 0.126
O -8.52091 6.95830 0.85229 -0.083 -0.154 -0.173
C -7.93343 7.39851 -0.36102 -0.051 0.299 0.369
C -8.95968 8.03004 -1.27759 0.162 -0.243 -0.364
O -9.88583 7.06778 -1.76211 -0.089 0.064 0.180
C -11.13719 7.12813 -1.10072 -0.001 -0.048 -0.079
H -9.31830 5.31810 1.76690 0.033 0.058 0.016
H -9.25017 5.19645 0.00004 0.037 -0.006 -0.016
H -7.76252 5.03693 0.97353 -0.002 -0.085 -0.038
H -7.41835 6.57574 -0.86674 -0.057 -0.018 -0.046
H -7.18560 8.15447 -0.09772 0.024 0.005 -0.072
H -8.44428 8.44443 -2.15052 0.015 0.047 0.031
H -9.47726 8.84896 -0.76968 0.004 -0.029 0.064
H -11.67962 8.03239 -1.39742 -0.037 0.014 0.084
H -11.02030 7.10925 -0.01464 0.003 0.037 0.004
H -11.71803 6.25834 -1.40463 0.045 0.004 -0.056
C 2.83449 -9.26609 4.30975 -0.002 0.067 0.084
O 2.87196 -7.85488 4.19883 -0.032 -0.204 -0.121
C 3.25952 -7.41369 2.90239 -0.068 0.340 0.318
C 2.06988 -6.93848 2.09864 0.053 -0.316 -0.435
O 1.20363 -8.02130 1.76999 -0.114 0.057 0.262
C 0.04192 -8.06042 2.57789 0.026 -0.063 -0.100
H 2.37284 -9.51436 5.26473 0.028 0.064 0.017
H 2.24566 -9.71815 3.50769 0.039 -0.010 -0.026
H 3.85058 -9.67509 4.29565 -0.025 -0.083 -0.049
H 3.79747 -8.20161 2.36672 -0.066 -0.029 -0.031
H 3.94428 -6.57434 3.04481 0.012 0.001 -0.052
H 2.42811 -6.51847 1.15882 0.041 0.026 0.033
H 1.52744 -6.15374 2.63566 0.014 -0.039 0.083
H -0.63035 -7.23584 2.31601 -0.034 0.014 0.097
H 0.28778 -8.00940 3.64159 -0.012 0.046 0.006
H -0.47040 -9.00194 2.38266 0.028 0.010 -0.060
```
Positions in Å, forces in eV/Å.

Calculated values
DFT total energy: -92600.034 eV
HOMO energy: -8.13 eV
max |F|: 0.0457 Eh/bohr
orbital gap: 7.8 eV


Entry 5:
C3H2F4INO | ωB97M-V/def2-TZVPD

Geometry as XYZ:
```
12
Properties=species:S:1:pos:R:3:forces:R:3
N 0.22995 0.02096 0.16877 0.798 0.174 3.346
C -0.83295 0.66548 0.64581 -2.421 1.022 0.875
O -0.91308 1.23419 1.72998 0.153 -1.169 -1.772
C -2.18659 0.54671 -0.35800 1.995 -0.420 2.747
F -1.77799 0.56576 -1.62574 0.042 0.093 -1.028
I -3.17499 -1.29586 0.11215 0.091 0.172 -0.114
C -3.07666 1.72443 -0.04941 -2.056 0.731 0.025
F -2.45179 2.85128 -0.25186 1.233 1.141 -0.415
F -3.52660 1.76713 1.21137 -0.001 -0.694 -0.451
F -4.16262 1.77393 -0.88235 0.463 -0.599 0.418
H 0.32484 -0.17174 -0.76624 0.363 -0.787 -2.269
H 0.96371 -0.16288 0.88466 -0.661 0.336 -1.362
```
Positions in Å, forces in eV/Å.

Calculated values
DFT total energy: -25651.698 eV
relative energy (zero: lowest compared OMol25 entry of this formula, charge and spin): 0.0 kJ/mol
HOMO energy: -10.09 eV
SMILES: NC(=O)[C@@](F)(I)C(F)(F)F
max |F|: 0.0670 Eh/bohr
orbital gap: 9.9 eV


Entry 6:
C9H16N | ωB97M-V/def2-TZVPD

Geometry as XYZ:
```
26
Properties=species:S:1:pos:R:3:forces:R:3
C 1.68437 -1.13303 -0.22189 -0.457 -0.506 1.182
C 1.07124 -2.24250 -0.03137 -2.000 -2.788 -1.234
C 1.54890 1.31229 -0.16089 0.378 0.107 2.532
C 2.27589 0.00490 -0.10223 2.275 0.190 -2.730
C 0.11177 1.31094 0.38724 0.486 -0.576 3.348
C -1.96668 -0.29715 -0.49380 -1.911 -2.646 1.035
C -0.11303 0.69932 1.81085 1.818 0.778 -1.015
C -2.26062 -1.19760 0.61885 0.077 1.327 1.132
C -0.28425 0.52089 -1.88505 -4.895 2.248 -4.865
N -0.93227 0.66272 -0.55548 4.604 -0.871 -0.570
H 0.42009 -2.81394 -0.77285 1.284 1.109 0.257
H 1.11730 -2.88925 0.83448 0.211 0.643 0.693
H 2.21714 1.99570 0.41522 -1.056 0.029 -0.106
H 1.39203 1.78429 -1.09653 0.960 0.088 -1.246
H 3.37711 -0.07766 -0.42392 -1.536 0.747 0.677
H -0.06950 2.38979 0.58132 -0.854 -0.581 -1.170
H 0.59224 -0.15441 1.93398 -0.539 0.836 0.528
H -1.10784 0.39261 1.98539 -0.838 -0.100 -0.014
H -0.00691 1.57665 2.44650 0.742 -0.577 0.687
H -1.84070 -1.99266 0.01385 0.553 -1.171 -0.506
H -3.36472 -1.47119 0.55472 1.433 0.396 0.547
H -1.68628 -1.15314 1.62787 -1.602 -0.467 -1.813
H 0.59007 0.02337 -1.88797 2.761 -1.558 0.692
H -0.99506 -0.08712 -2.56504 0.990 0.915 1.322
H -0.17211 1.49896 -2.50087 -0.204 -1.344 1.597
H -1.59817 1.33721 -0.51237 -2.681 3.773 -0.961
```
Positions in Å, forces in eV/Å.

Calculated values
DFT total energy: -11067.601 eV
net charge: +1
relative energy (zero: lowest compared OMol25 entry of this formula, charge and spin): 847.3 kJ/mol
HOMO energy: -13.23 eV
max |F|: 0.1411 Eh/bohr
orbital gap: 8.8 eV


Entry 7:
C2H2N2OS | ωB97M-V/def2-TZVPD

Geometry as XYZ:
```
8
Properties=species:S:1:pos:R:3:forces:R:3
N -0.64952 -1.24066 2.48571 0.269 0.369 -2.308
C -0.45243 -0.98104 1.36475 0.145 0.278 1.307
C -0.08593 -0.52285 0.00483 -0.524 0.107 0.441
S 0.02517 -1.49548 -1.31320 0.181 -0.395 -0.120
N 0.10152 0.78960 -0.10511 -0.477 -0.557 2.213
O 0.48429 1.37216 -1.22543 0.440 0.452 -1.598
H -0.01399 1.46610 0.62749 -0.028 -0.138 0.378
H 0.59090 0.61217 -1.83903 -0.005 -0.116 -0.313
```
Positions in Å, forces in eV/Å.

Calculated values
DFT total energy: -17966.850 eV
relative energy (zero: lowest compared OMol25 entry of this formula, charge and spin): 205.1 kJ/mol
HOMO energy: -9.55 eV
SMILES: N#CC(=S)NO
max |F|: 0.0458 Eh/bohr
orbital gap: 9.0 eV


Entry 8:
C5H9NO | ωB97M-V/def2-TZVPD

Geometry as XYZ:
```
16
Properties=species:S:1:pos:R:3:forces:R:3
H -1.50089 0.14351 -2.85307 0.114 0.126 -0.005
N -0.64860 0.62001 -2.54503 0.004 -0.130 0.287
C -0.35619 0.21548 -1.38369 0.166 0.084 -0.143
C 0.92356 0.65749 -0.68802 -0.085 0.084 -0.163
C 0.96113 0.53640 0.84046 0.023 -0.016 -0.008
C 0.20083 -0.71703 1.26639 -0.010 -0.005 0.039
C -1.18437 -0.66210 0.64900 0.004 -0.021 0.272
O -1.10743 -0.74816 -0.77286 -0.061 0.073 -0.098
H 1.70571 0.00025 -1.08228 -0.052 0.060 -0.121
H 1.14310 1.67159 -1.03514 0.031 -0.222 0.062
H 0.52162 1.42061 1.32248 0.016 -0.172 -0.124
H 2.01059 0.48304 1.15468 -0.219 0.079 0.026
H 0.71561 -1.61419 0.89577 -0.108 0.110 0.094
H 0.12745 -0.79938 2.35570 0.007 0.047 -0.117
H -1.68582 0.28075 0.91547 0.043 -0.149 0.042
H -1.82630 -1.48828 0.96015 0.126 0.055 -0.045
```
Positions in Å, forces in eV/Å.

Calculated values
DFT total energy: -8868.343 eV
relative energy (zero: lowest compared OMol25 entry of this formula, charge and spin): 83.9 kJ/mol
HOMO energy: -9.89 eV
SMILES: [H]/N=C1/CCCCO1
max |F|: 0.0061 Eh/bohr
orbital gap: 10.8 eV